Entry a
DFT (ωB97M-V/def2-TZVPD) results for 2 unconnected molecules or ions with the total composition C5H15NS.

CARTESIAN COORDINATES (ANGSTROEM)
C  0.607  1.052  2.427
H  0.331  -0.746  -3.115
H  0.960  0.344  -4.320
H  -1.437  -2.545  1.645
C  0.653  1.287  -2.408
C  -0.913  -2.029  0.833
H  1.125  1.133  3.387
C  0.155  -0.399  2.333
H  1.039  -1.036  2.297
H  -0.468  -0.608  3.215
C  0.280  0.289  -3.460
H  -0.373  0.261  -0.206
H  -0.223  1.759  2.404
H  0.544  2.331  -2.685
H  -1.561  -2.067  -0.046
H  0.003  -2.572  0.587
S  -0.802  1.395  -1.041
H  1.288  1.286  1.612
H  -0.727  0.428  -3.852
N  -0.610  -0.633  1.102
H  1.548  1.091  -1.828
H  -1.419  -0.022  1.121

The HOMO energy is -8.16 eV. Its SMILES is CCNC.CCS. Its total charge is 0. As for the orbital gap: 9.03 eV. The calculation puts the LUMO energy at 0.868 eV.

---

Entry b
DFT (ωB97M-V/def2-TZVPD) results for 2 unconnected molecules or ions with the total composition C5H15NS.

CARTESIAN COORDINATES (ANGSTROEM)
H  -2.421  -0.312  -1.183
S  0.777  -0.627  1.125
H  -1.274  2.280  -0.319
H  2.902  -0.538  -1.251
N  -1.207  1.311  -0.600
H  0.260  1.933  -1.946
C  2.514  -0.888  0.867
C  -2.471  0.566  -0.545
C  -0.588  1.255  -1.925
C  2.974  -1.349  -0.526
H  -3.757  -0.438  0.905
H  2.769  -1.717  1.528
H  2.402  -2.210  -0.880
H  -0.265  0.230  -2.117
H  -2.098  -0.153  1.461
H  4.016  -1.675  -0.472
H  3.192  -0.069  1.126
H  -0.599  -0.013  0.680
H  -3.235  1.212  -1.008
H  -3.224  1.173  1.393
C  -2.926  0.262  0.872
H  -1.330  1.550  -2.676

The HOMO energy is -7.96 eV. Its SMILES is CCNC.CCS. Its total charge is 0. As for the orbital gap: 8.74 eV. The calculation puts the LUMO energy at 0.784 eV.

---

The data favor entry a; the next most stable structure lies 170.2 kJ/mol above it.

---

Entry a
DFT (ωB97M-V/def2-TZVPD) results for 2 unconnected molecules or ions with the total composition C4H13NS.

CARTESIAN COORDINATES (ANGSTROEM)
S  0.972  1.473  0.385
H  2.781  -0.924  1.565
H  2.937  0.315  -0.596
C  2.235  -1.217  0.666
H  -2.302  -1.519  -1.702
H  1.351  -1.772  0.958
H  -3.479  0.931  -1.156
N  -1.079  -1.273  -0.004
C  1.963  0.014  -0.202
H  1.207  1.526  1.711
H  -3.919  -0.345  -0.059
H  -1.577  -1.787  0.715
H  2.839  -1.898  0.062
C  -3.056  0.181  -0.487
C  -1.929  -0.725  -1.030
H  -1.320  -0.199  -1.767
H  1.394  -0.336  -1.070
H  -0.543  -0.556  0.487
H  -2.551  0.662  0.355

The HOMO energy is -8.98 eV. Its SMILES is CCN.CCS. Its total charge is 0. As for the orbital gap: 9.86 eV. The calculation puts the LUMO energy at 0.884 eV.

---

Entry b
DFT (ωB97M-V/def2-TZVPD) results for 2 unconnected molecules or ions with the total composition C4H13NS.

CARTESIAN COORDINATES (ANGSTROEM)
H  2.086  2.245  0.221
S  -2.460  -2.923  -1.537
H  -1.203  -1.600  -2.999
H  1.005  4.432  0.235
C  -1.751  -4.255  -0.522
H  1.242  4.426  2.008
C  -0.923  -2.205  -2.147
H  -0.307  -2.996  -2.567
C  1.619  4.041  1.057
H  -0.398  -1.576  -1.434
H  0.944  0.863  1.703
N  1.760  2.605  1.106
H  -0.764  -4.456  -0.922
C  0.573  1.860  1.544
H  2.616  4.485  1.012
H  -2.318  -5.184  -0.500
H  0.169  2.314  2.434
H  -1.650  -3.877  0.496
H  -0.241  1.803  0.811

The HOMO energy is -8.54 eV. Its SMILES is CNC.CSC. Its total charge is 0. As for the orbital gap: 9.37 eV. The calculation puts the LUMO energy at 0.828 eV.

---

Entry c
DFT (ωB97M-V/def2-TZVPD) results for 2 unconnected molecules or ions with the total composition C4H13NS.

CARTESIAN COORDINATES (ANGSTROEM)
S  -1.486  -2.169  -1.081
H  -0.730  2.249  1.038
H  0.920  -1.689  -0.811
H  0.277  -2.924  0.268
H  0.008  -1.182  0.611
H  0.576  1.884  2.737
H  -1.212  -0.748  -3.053
H  2.353  3.072  3.390
H  0.650  1.914  -0.037
C  -0.999  -1.773  -2.774
H  3.125  2.900  1.857
C  0.087  -1.943  -0.160
H  -1.518  -2.460  -3.446
H  0.343  3.543  0.531
H  0.035  -2.068  -2.953
C  0.307  2.493  0.820
H  1.969  4.162  2.167
C  2.152  3.086  2.321
N  1.169  2.100  1.949

The HOMO energy is -8.42 eV. Its SMILES is CNC.CSC. Its total charge is 0. As for the orbital gap: 9.41 eV. The calculation puts the LUMO energy at 0.991 eV.

---

Entry d
DFT (ωB97M-V/def2-TZVPD) results for 2 unconnected molecules or ions with the total composition C4H13NS.

CARTESIAN COORDINATES (ANGSTROEM)
H  3.020  -0.057  1.874
N  1.700  0.483  0.282
H  1.684  1.362  0.781
H  -2.879  -0.315  -1.288
H  3.603  0.664  -0.759
H  3.008  -1.201  0.530
H  -0.478  1.014  0.224
H  1.646  -1.125  1.637
C  -1.637  -1.881  -0.522
C  2.512  0.790  -0.902
C  2.387  -0.523  1.110
C  -1.885  -0.433  -0.849
H  -1.081  -2.413  -1.293
H  -1.191  -0.132  -1.632
H  2.434  0.048  -1.711
H  -1.050  -2.054  0.389
H  2.212  1.749  -1.312
S  -1.767  0.841  0.449
H  -2.559  -2.395  -0.249

The HOMO energy is -8.64 eV. Its SMILES is CCS.CNC. Its total charge is 0. As for the orbital gap: 9.50 eV. The calculation puts the LUMO energy at 0.863 eV.

---

The data favor entry a; the next most stable structure lies 34.9 kJ/mol above it.

---

Entry a
DFT (ωB97M-V/def2-TZVPD) results for a molecular structure, C2H6CsO2.

CARTESIAN COORDINATES (ANGSTROEM)
C  -0.878  0.681  -0.331
O  -0.441  0.432  -1.663
H  -0.174  1.255  -2.079
H  -0.551  1.668  0.010
H  -1.968  0.650  -0.272
H  -0.527  -0.190  1.602
O  1.129  -0.475  0.444
C  -0.302  -0.397  0.553
Cs  3.039  -2.179  1.814
H  1.411  -0.075  -0.387
H  -0.737  -1.370  0.309

The HOMO energy is -13.85 eV. Its total charge is +1. As for the orbital gap: 10.22 eV. The calculation puts the LUMO energy at -3.632 eV.

---

Entry b
DFT (ωB97M-V/def2-TZVPD) results for a molecular structure, C2H6CsO2.

CARTESIAN COORDINATES (ANGSTROEM)
H  0.528  1.902  0.633
H  2.245  -1.326  0.303
H  -0.096  -0.670  0.830
H  -1.317  1.139  -1.438
O  1.954  -0.422  0.438
Cs  -4.026  -3.576  1.637
H  0.281  -0.842  -0.827
C  0.558  -0.266  0.057
C  0.220  1.221  -0.160
H  0.832  1.596  -0.980
O  -1.179  1.244  -0.494

The HOMO energy is -12.66 eV. Its total charge is +1. As for the orbital gap: 8.48 eV. The calculation puts the LUMO energy at -4.179 eV.

---

The data favor entry a; the next most stable structure lies 90.7 kJ/mol above it.

---

Entry a
DFT (ωB97M-V/def2-TZVPD) results for 3 unconnected molecules or ions with the total composition C4H12O2.

CARTESIAN COORDINATES (ANGSTROEM)
O  -4.761  4.379  -1.727
H  -4.655  5.213  -2.199
C  1.349  -2.226  0.568
H  0.490  0.861  2.981
C  1.670  0.135  1.396
H  -0.724  -1.567  -4.113
H  2.197  0.370  0.476
H  0.798  -3.108  0.871
C  1.701  -1.341  1.768
O  -0.707  -1.479  -3.152
H  2.715  -1.530  2.133
H  -1.326  -0.762  -2.982
H  -4.675  3.684  -2.390
H  2.246  -2.644  0.120
H  0.771  -1.682  -0.182
H  0.989  -1.464  2.583
H  0.912  2.095  1.785
C  1.011  1.065  2.064

The HOMO energy is -9.51 eV. Its SMILES is C=CCC.O.O. Its total charge is 0. As for the orbital gap: 10.13 eV. The calculation puts the LUMO energy at 0.621 eV.

---

Entry b
DFT (ωB97M-V/def2-TZVPD) results for 2 unconnected molecules or ions with the total composition C4H12O2.

CARTESIAN COORDINATES (ANGSTROEM)
H  4.084  0.756  1.231
C  -0.429  -0.751  -0.862
H  -2.640  1.056  -0.476
H  1.545  0.165  -1.028
H  3.205  0.903  -0.046
H  -3.133  -0.579  0.066
H  -0.823  -0.599  1.220
C  -2.507  0.295  0.312
O  -0.232  1.215  0.726
H  -2.855  0.718  1.270
H  1.355  -1.308  -0.026
H  -0.716  -0.163  -1.755
C  1.014  -0.798  -0.943
H  -0.254  1.367  1.694
C  -0.986  0.073  0.353
O  3.150  0.736  0.922
H  -1.057  -1.662  -0.844
H  1.277  -1.424  -1.812

The HOMO energy is -9.88 eV. Its SMILES is CC[C@H](C)O.O. Its total charge is 0. As for the orbital gap: 10.70 eV. The calculation puts the LUMO energy at 0.824 eV.

---

Entry c
DFT (ωB97M-V/def2-TZVPD) results for 2 unconnected molecules or ions with the total composition C4H12O2.

CARTESIAN COORDINATES (ANGSTROEM)
H  -1.099  -2.199  -1.225
H  0.357  -3.425  0.665
H  -0.181  0.277  0.280
C  -1.329  0.461  -1.540
H  4.007  4.778  2.186
H  -0.637  0.201  -2.335
H  3.269  4.213  0.988
H  0.912  -1.760  1.076
C  -0.929  -0.316  -0.267
H  -2.237  0.025  -1.818
C  -0.369  -1.667  -0.607
H  0.531  -1.523  -1.195
O  -2.099  -0.479  0.552
H  -1.479  1.522  -1.409
H  -2.207  0.344  1.040
C  0.093  -2.381  0.694
H  -0.696  -2.183  1.422
O  4.093  4.113  1.491

The HOMO energy is -10.22 eV. Its SMILES is CC[C@@H](C)O.O. Its total charge is 0. As for the orbital gap: 10.87 eV. The calculation puts the LUMO energy at 0.650 eV.

---

The data favor entry c; the next most stable structure lies 37.6 kJ/mol above it.